Density functional theory data (ωB97M-V/def2-TZVPD) for a molecular structure, C3H4N4 in a non-equilibrium geometry.

As for the net charge: 0. The calculation puts the HOMO energy (spin up / spin down) at -8.637 / -8.637 eV. As for the LUMO energy (spin up / spin down): 0.199 / 0.199 eV. The largest force on an atom is 0.0406 Eh/bohr. The orbital gap (spin up / spin down) is 8.84 / 8.84 eV. The total energy comes out at -9131.99383 eV.

Geometry as XYZ:
```
11
Properties=species:S:1:pos:R:3:forces:R:3
N 0.15875 -0.08571 -1.89990 -0.11 0.66 -0.45
C 0.10699 -0.14845 -0.56951 0.21 -1.29 -0.48
C -0.98260 -0.39089 0.37182 -0.99 0.89 0.25
N -0.99160 0.22915 1.54084 0.39 -0.89 -0.19
C 0.24620 0.67087 1.71516 0.51 0.96 -0.24
N 1.21971 0.31473 0.86805 -0.51 -0.32 2.00
N 0.95399 -0.87362 0.14795 0.83 -0.29 -0.84
H -0.34395 0.67896 -2.30814 -0.35 0.08 -0.35
H 1.04747 -0.27479 -2.35350 -0.15 -0.17 0.36
H -1.79543 -1.04443 0.07957 0.13 -0.05 -0.13
H 0.49723 1.33150 2.52225 0.05 0.42 0.07
```
Forces are in eV/Å.

Density functional theory data (ωB97M-V/def2-TZVPD) for a molecular structure, C3H4N4 in a non-equilibrium geometry.

As for the net charge: 0. The calculation puts the HOMO energy at -8.490 eV. As for the LUMO energy: -0.270 eV. The largest force on an atom is 0.0759 Eh/bohr. The orbital gap is 8.22 eV. The total energy comes out at -9131.66429 eV.

Geometry as XYZ:
```
11
Properties=species:S:1:pos:R:3:forces:R:3
N -1.14541 -1.26601 -0.47734 0.06 -0.78 0.06
C -0.46273 -0.15013 -0.18610 -0.89 1.50 -0.57
C 0.90175 -0.18309 0.41694 3.08 0.56 -2.16
N 0.96717 0.89277 1.42203 0.02 0.94 -0.29
C 0.73333 1.71417 0.50604 -3.42 1.85 0.36
N -0.12918 2.12879 -0.35607 3.19 0.24 1.28
N -0.95741 0.99965 -0.55601 -0.33 -1.48 0.32
H -0.86349 -2.15913 -0.13535 0.05 -0.15 0.11
H -2.01776 -1.18711 -0.95533 -0.26 0.06 -0.11
H 1.35938 -1.09197 0.76032 -0.17 -0.55 0.12
H 1.61436 0.30206 -0.43913 -1.33 -2.19 0.88
```
Forces are in eV/Å.

Density functional theory data (ωB97M-V/def2-TZVPD) for 2 unconnected molecules or ions with the total composition C3H4N4O in a non-equilibrium geometry.

Its SMILES is O=c1[nH]cn[nH]1.C#N. As for the net charge: 0. The calculation puts the HOMO energy at -8.665 eV. As for the LUMO energy: 1.037 eV. The largest force on an atom is 0.0611 Eh/bohr. The orbital gap is 9.70 eV. The total energy comes out at -11181.83041 eV.

Geometry as XYZ:
```
12
Properties=species:S:1:pos:R:3:forces:R:3
O -1.09038 -0.36986 0.79414 1.02 -1.49 1.30
C 0.07234 -0.42152 0.46851 1.33 -0.39 1.09
N 0.66378 -0.37527 -0.78234 -1.09 0.18 0.81
C 2.01754 -0.11776 -0.62347 -2.27 -1.05 0.76
N 2.32720 -0.20566 0.62365 2.46 0.19 -0.23
N 1.22124 -0.47888 1.31225 -3.11 0.01 -0.42
H 0.04920 -0.56363 -1.55463 0.41 0.56 -0.49
H 2.53382 0.11196 -1.50771 1.43 0.25 -0.34
H 1.10567 -0.79282 2.28505 0.90 0.66 -0.85
C -3.01096 1.11241 -0.39263 -1.95 0.85 1.07
N -2.06502 0.68973 -0.83134 1.31 0.02 -2.79
H -3.82442 1.41132 0.20851 -0.42 0.21 0.10
```
Forces are in eV/Å.